[1]
The following is a quantum chemistry calculation of a structure of composition C19H41N2O3PtSSi3, from the OMol25 dataset.

Structure (XYZ):
```
70
Properties=species:S:1:pos:R:3:nbo_charge:R:1
C -0.418 -3.860 -1.644 -0.123
C -0.185 -7.628 -1.122 0.088
H -1.062 -8.254 -0.961 0.190
O 0.203 1.336 1.596 -0.896
H -3.979 1.324 1.007 0.281
H -0.090 3.534 -0.476 0.264
H -0.357 2.177 3.409 0.230
C 3.527 2.830 -1.981 -1.162
C 3.613 0.478 0.250 -0.774
H 4.136 -0.420 -0.153 0.281
H 1.493 4.319 -0.409 0.286
H 4.554 2.468 -2.050 0.267
H 4.231 1.262 -0.199 0.341
C -0.137 -5.182 -0.945 0.650
H -0.249 1.745 -2.117 0.215
H 0.627 -9.051 -2.195 0.501
Si 2.266 1.465 -2.123 1.741
H 2.260 3.440 2.857 0.294
H -1.142 -6.236 -2.369 0.408
C -0.450 -1.278 -2.590 0.033
H 0.372 -7.528 -0.191 0.201
C -2.924 1.393 0.745 -0.741
H -0.624 -4.458 -3.711 0.264
C 0.600 2.095 -2.710 -1.154
H 1.991 -1.020 2.632 0.263
H 2.797 -3.315 -0.658 0.309
H -4.297 -0.845 -0.412 0.283
C 0.770 3.733 0.160 -1.208
C -0.592 -2.326 -3.475 -0.215
H 3.761 0.505 1.328 0.278
H -3.013 -1.970 -0.867 0.255
H 1.639 -2.612 1.921 0.299
C 2.894 0.165 -3.300 -1.152
H 3.304 -2.099 2.109 0.304
H 0.436 4.369 0.987 0.290
H -0.690 -2.114 -4.532 0.275
N -0.325 -1.499 -1.266 -0.474
C 2.094 0.781 -0.283 -1.417
H 2.966 0.656 -4.277 0.288
C -0.130 1.191 3.010 -0.245
C -3.252 -0.923 -0.710 -0.742
H 0.706 0.749 3.546 0.210
C 2.719 2.653 2.249 -1.225
H 3.896 -0.203 -3.071 0.256
H -1.001 0.546 3.091 0.213
H -2.801 1.877 -0.221 0.247
H 0.565 3.185 -2.700 0.279
H 3.447 3.458 -1.091 0.242
H 3.379 3.499 -2.835 0.293
C -0.331 -2.762 -0.810 0.053
Si 2.241 -1.119 0.140 1.850
C 2.299 -1.738 1.872 -1.201
Pt -0.046 -0.053 0.145 0.725
H 1.984 -2.424 -1.954 0.268
N -0.619 -6.292 -1.509 -0.571
C 2.713 -2.342 -1.152 -1.198
H 3.671 -2.107 -1.615 0.295
H -0.206 -2.930 0.253 0.257
H -0.427 -0.252 -2.921 0.243
H 3.634 3.091 1.838 0.291
H 0.437 1.792 -3.748 0.272
C -0.568 -3.637 -3.006 -0.082
Si 1.514 2.235 0.919 2.052
S -2.299 -0.302 0.690 0.479
O 0.608 -8.087 -2.184 -0.713
O 0.541 -5.115 0.068 -0.613
H 2.225 -0.685 -3.426 0.235
H 3.006 1.843 2.920 0.264
H -3.069 -0.330 -1.604 0.245
H -2.397 1.936 1.524 0.255
```

Computed properties:
Energy relative to the best compared isomer or geometry (same formula, charge and spin)   0.0000 eV
Electronic energy   -67182.9040 eV
Strongest force on any atom   0.014 Eh/bohr
Highest occupied orbital energy   -16.9 eV
Kohn-Sham gap   7.0 eV
Net charge   +3

[2]
The following is a quantum chemistry calculation of a cluster of 8 separate species, C19H41N3O23S5 in total in a non-equilibrium geometry, from the OMol25 dataset.

Structure (XYZ):
```
91
Properties=species:S:1:pos:R:3:mulliken_charge:R:1
H 24.852 -0.248 15.267 0.263
O 28.114 -2.501 22.194 -0.416
H 34.186 -1.688 21.417 0.332
H 23.429 2.819 12.261 0.308
H 34.518 -2.216 19.820 0.330
H 33.899 0.890 18.267 0.417
H 23.748 -0.985 16.459 0.442
C 24.048 1.923 12.301 -1.528
H 32.238 5.615 15.537 0.260
H 26.192 0.871 11.621 0.257
C 24.550 5.370 14.912 0.297
H 28.054 2.143 13.123 0.272
C 31.355 5.176 15.073 -0.388
C 24.858 -0.729 23.413 -0.431
H 27.517 4.613 17.808 0.374
H 27.710 0.748 14.137 0.137
H 33.727 1.480 19.922 0.408
H 24.174 -1.570 23.525 0.414
S 23.421 7.435 14.151 1.040
O 28.691 3.149 18.495 -0.343
H 28.175 0.626 12.424 0.402
O 25.274 -0.629 22.094 -0.207
H 23.447 1.037 12.506 0.333
C 27.026 2.779 16.873 0.834
O 31.804 -1.932 20.069 -0.334
H 30.975 4.409 17.171 0.295
C 27.346 -2.250 20.031 0.101
H 21.700 0.876 18.784 0.409
H 31.718 4.553 14.256 0.284
C 24.351 0.695 23.759 -0.452
H 22.906 4.148 14.855 0.110
N 26.259 1.239 12.559 -0.173
O 28.846 0.668 19.221 -0.208
C 32.706 -1.107 19.879 0.577
H 23.946 1.758 15.544 -0.042
H 26.753 3.402 18.960 0.260
O 23.440 7.453 12.673 -0.539
O 29.337 5.218 16.400 -0.270
C 33.177 1.198 19.024 -0.728
O 27.676 -5.034 21.758 -0.554
O 22.550 2.743 17.141 -0.601
H 23.278 0.845 23.638 0.284
O 25.429 2.666 14.104 -0.269
C 28.524 -2.079 20.969 -0.010
S 28.973 1.574 18.072 0.832
H 27.387 3.204 15.937 -0.040
O 30.533 6.105 14.490 -0.373
O 22.489 6.162 14.689 -0.384
O 30.106 1.456 17.166 -0.616
H 25.753 -0.877 24.018 0.312
H 25.943 2.663 16.846 -0.365
H 28.790 -1.039 21.157 0.241
H 30.337 3.406 15.846 0.113
O 27.321 0.918 22.213 -0.606
S 28.972 6.123 15.012 1.114
H 26.783 -1.340 19.824 -0.116
H 23.244 1.311 19.526 0.049
O 25.986 -3.697 23.125 -0.506
C 25.301 1.957 13.063 0.796
H 27.625 -2.633 19.050 0.366
H 24.445 0.874 24.830 0.306
H 24.292 1.748 11.253 0.495
O 25.562 1.362 20.426 -0.308
N 23.826 1.162 16.350 0.073
H 31.409 0.137 18.884 0.215
H 22.984 5.065 16.365 0.411
H 24.708 4.916 13.934 0.160
H 23.001 -0.188 18.573 0.362
O 27.601 1.512 17.128 -0.261
H 25.286 -0.286 16.844 0.152
H 34.846 -0.542 20.281 0.353
S 25.941 0.878 21.751 1.033
O 28.578 7.482 15.358 -0.540
O 26.508 -3.142 20.645 -0.362
S 27.005 -3.773 22.065 1.104
N 32.320 0.050 19.311 0.259
C 30.492 4.427 16.194 -0.049
C 23.165 5.113 15.291 0.022
C 27.563 1.170 13.143 -0.830
O 23.168 8.741 14.813 -0.535
C 23.044 1.656 17.328 0.760
C 24.388 -0.129 16.246 -0.970
H 25.304 4.951 15.578 -0.330
O 28.093 5.356 14.098 -0.471
C 34.134 -1.361 20.378 -0.993
C 27.421 3.571 18.116 -0.452
O 24.747 6.778 14.854 -0.312
H 32.566 2.023 18.658 0.111
C 22.781 0.878 18.640 -1.004
O 25.026 1.586 22.938 -0.380
H 29.432 -2.562 20.608 0.217
```

Computed properties:
Spin multiplicity   2
Electronic energy   -126091.4157 eV
Strongest force on any atom   0.085 Eh/bohr
Highest occupied orbital energy (spin up / spin down)   -11.3 / -11.3 eV
Kohn-Sham gap (spin up / spin down)   7.4 / 2.3 eV
Net charge   +1

[3]
The following is a quantum chemistry calculation of a cluster of 6 separate species, C19H42FN5O9S in total in a non-equilibrium geometry, from the OMol25 dataset.

Structure (XYZ):
```
77
Properties=species:S:1:pos:R:3:mulliken_charge:R:1
H 5.081 0.479 -7.515 0.305
H -1.370 -3.128 4.002 0.306
H -1.593 0.595 7.716 0.437
C -1.562 -2.113 3.656 -1.059
H -1.433 6.218 5.381 0.330
C 3.367 1.912 -6.315 0.189
O -0.436 2.930 7.833 -0.553
H -1.077 2.969 5.161 0.302
O -1.085 -3.297 -4.096 -0.555
H 0.693 -1.904 1.156 0.176
H -3.404 0.049 9.455 0.326
O -1.599 -4.030 -1.922 -0.664
H 0.361 -5.510 -3.703 0.473
C 0.726 -4.758 -3.032 -0.009
H -0.467 4.914 8.264 0.271
H 6.262 2.734 -4.967 0.390
H -2.632 -1.940 3.613 0.501
H 3.050 -3.633 -1.894 0.376
H 3.087 1.198 -7.109 0.352
N 4.682 1.934 -6.069 0.078
C 2.424 -3.059 -2.557 -0.937
C 5.184 2.836 -5.044 -0.942
H -2.317 -0.602 1.433 0.309
N -1.488 4.480 6.546 0.135
H 2.641 -4.738 -3.899 0.358
S -0.606 -3.554 -2.801 1.113
H 1.449 0.671 -5.485 0.389
H 2.687 -1.069 -1.315 0.323
C -3.964 0.482 8.624 -0.876
C -0.588 1.659 -6.698 -0.936
H -3.793 1.560 8.610 0.281
F 1.083 -5.312 -1.840 -0.314
C 0.352 -2.085 2.191 0.290
C 0.795 -0.151 -5.814 -0.034
N -0.970 -1.920 2.340 0.140
H -1.114 -1.420 4.367 0.267
H -1.425 6.484 7.133 0.300
H -2.922 5.990 6.322 0.330
H -5.024 0.296 8.780 0.307
H -1.535 1.931 -6.227 0.354
C -1.836 5.871 6.334 -0.933
C 5.615 1.089 -6.791 -0.926
O 1.125 -2.392 3.082 -0.662
C -1.823 -1.553 1.226 -0.866
H 4.725 2.601 -4.084 0.287
H 0.206 2.273 -6.283 0.295
H -1.229 -1.453 0.320 0.277
N -3.534 -0.109 7.372 0.169
H 4.932 3.865 -5.297 0.298
O 1.727 -1.154 -1.250 -0.558
H -2.084 0.538 6.011 0.140
C -1.939 3.481 5.590 -0.743
H 3.059 -2.327 -3.024 0.546
H -0.738 -1.429 -7.632 0.282
H 6.347 1.703 -7.318 0.350
H -2.578 -2.325 1.069 0.337
O 2.539 2.599 -5.741 -0.663
O 1.060 -1.325 -5.597 -0.662
C -2.141 0.026 6.971 -0.873
H -5.407 -0.823 6.970 0.231
H 1.563 -3.466 -4.482 0.283
C 1.361 -2.430 -1.666 0.329
C -1.237 -0.755 -6.935 -0.900
C -0.759 4.079 7.602 0.079
H -1.695 -0.962 6.856 0.322
H -2.559 2.743 6.099 0.080
H -0.661 1.850 -7.771 0.343
N -0.303 0.256 -6.462 0.156
C -4.378 -0.776 6.571 0.082
H 6.140 0.431 -6.095 0.347
H -2.073 -0.271 -7.434 0.398
C 1.890 -4.018 -3.618 -0.785
O -4.072 -1.285 5.508 -0.543
H 1.246 -3.035 -0.776 0.359
H -1.603 -1.347 -6.096 0.237
H -2.512 3.957 4.800 0.401
O 0.106 -2.226 -2.311 -0.348
```

Computed properties:
Electronic energy   -59814.0236 eV
Strongest force on any atom   0.042 Eh/bohr
Highest occupied orbital energy   -8.6 eV
Kohn-Sham gap   9.0 eV
Net charge   0